Entry 1:
Molecular formula: C22H18N6ReSb
Method: DFT, ωB97M-V/def2-TZVPD

```
! RIJCOSX wB97M-V def2-TZVPD def2/J DEFGRID3
* xyz 3 2
Re -0.065 -0.014 -0.107
C 0.612 -3.424 -0.431
C 0.656 -2.598 -1.677
C 0.926 -3.149 -2.928
C 0.941 -2.348 -4.050
C 0.693 -0.971 -3.929
C 0.441 -0.450 -2.684
N 0.423 -1.270 -1.599
Sb 0.131 1.761 -2.693
C -1.710 1.730 -1.531
C -2.751 2.479 -2.013
C -3.977 2.445 -1.336
C -4.111 1.625 -0.239
C -3.039 0.858 0.216
C -3.222 -0.053 1.388
N -1.843 0.947 -0.418
C 1.515 2.115 -1.061
C 2.428 3.130 -1.184
C 3.416 3.270 -0.203
C 3.478 2.348 0.817
C 2.540 1.320 0.909
C 2.656 0.307 2.003
N 1.543 1.249 -0.006
H 0.909 -4.446 -0.648
H -0.400 -3.453 -0.021
H 1.290 -3.032 0.329
H 1.119 -4.211 -3.001
H 1.145 -2.774 -5.025
H 0.706 -0.335 -4.805
H -2.630 3.089 -2.899
H -4.810 3.043 -1.683
H -5.055 1.554 0.284
H -4.283 -0.207 1.566
H -2.806 0.400 2.291
H -2.772 -1.032 1.227
H 2.390 3.807 -2.027
H 4.137 4.075 -0.264
H 4.261 2.400 1.561
H 3.698 0.220 2.303
H 2.321 -0.682 1.695
H 2.099 0.629 2.887
N -0.239 -0.709 1.744
C -0.356 -1.072 2.833
C -0.454 -1.498 4.186
C -1.433 -2.436 4.533
N -2.236 -3.224 4.811
C 0.456 -0.945 5.099
N 1.260 -0.468 5.783
*
```

Computed properties:
- Relative energy (zero: lowest compared OMol25 entry of this formula, charge and spin): 0.0 kcal per mole
- HOMO level (spin up / spin down): -18.093 / -18.424 eV
- HOMO-LUMO gap (spin up / spin down): 7.1 / 6.4 eV
- E_LUMO (spin up / spin down): -11.0 / -12.1 eV

---

Entry 2:
Molecular formula: C2HF3N2
Method: DFT, ωB97M-V/def2-TZVPD

```
! RIJCOSX wB97M-V def2-TZVPD def2/J DEFGRID3
* xyz 0 1
N -2.345 -0.481 -0.010
C -1.115 -0.288 0.254
N 0.048 -0.194 0.648
C 1.248 0.100 0.054
F 2.252 0.413 0.941
F 1.694 -0.969 -0.600
F 1.129 1.177 -0.789
H -2.910 0.242 -0.498
*
```

Computed properties:
- Relative energy (zero: lowest compared OMol25 entry of this formula, charge and spin): 0.0 kcal per mole
- HOMO level: -10.990 eV
- HOMO-LUMO gap: 11.6 eV
- Structure (SMILES): N=C=NC(F)(F)F
- E_LUMO: 0.6 eV

---

Entry 3:
Molecular formula: C48H109N8NiO17
Method: DFT, ωB97M-V/def2-TZVPD

```
! RIJCOSX wB97M-V def2-TZVPD def2/J DEFGRID3
* xyz 1 3
Ni -1.125 2.650 -1.559
C -3.475 0.884 1.089
C -2.131 0.288 1.553
C -2.422 -1.224 1.695
C -1.151 -2.050 2.024
C -0.212 -2.001 0.793
C 0.036 -0.492 0.459
N -1.141 0.363 0.475
O -0.838 1.670 0.209
C 0.628 -0.522 -0.962
C 1.102 -0.024 1.431
C -1.789 0.861 2.925
H -4.151 0.625 1.908
H -3.916 0.307 0.270
H -3.450 1.927 0.777
H -2.945 -1.642 0.833
H -3.095 -1.393 2.544
H -1.543 -3.070 2.080
H -0.729 -1.822 2.999
H -0.631 -2.546 -0.054
H 0.755 -2.453 1.005
H -0.165 -0.407 -1.702
H 1.092 -1.486 -1.189
H 1.435 0.194 -1.101
H 1.974 -0.676 1.437
H 0.643 0.028 2.416
H 1.476 0.936 1.062
H -1.181 0.161 3.511
H -2.635 0.909 3.611
H -1.190 1.766 2.827
C 5.050 0.185 -8.662
O 3.875 0.213 -7.909
C 3.505 -1.049 -7.390
C 4.457 -1.731 -6.435
O 4.637 -1.025 -5.208
C 5.802 -1.492 -4.520
C 5.596 -2.727 -3.699
O 4.673 -2.574 -2.601
C 3.301 -2.640 -2.907
H 5.072 1.073 -9.307
H 5.173 -0.529 -9.488
H 5.947 0.249 -8.041
H 3.223 -1.664 -8.250
H 2.584 -0.926 -6.809
H 5.471 -1.784 -6.852
H 4.170 -2.775 -6.274
H 6.083 -0.689 -3.839
H 6.577 -1.745 -5.250
H 6.484 -3.057 -3.164
H 5.270 -3.576 -4.310
H 2.909 -1.697 -3.295
H 2.650 -2.965 -2.098
H 3.168 -3.396 -3.693
C -4.836 -4.472 -5.626
O -4.410 -5.722 -6.129
C -3.363 -6.306 -5.376
C -1.966 -5.853 -5.765
O -1.678 -4.535 -5.331
C -0.318 -4.220 -5.451
C 0.102 -3.025 -4.605
O -0.099 -3.155 -3.188
C -1.431 -3.266 -2.750
H -5.475 -3.984 -6.360
H -4.052 -3.714 -5.487
H -5.263 -4.621 -4.631
H -3.447 -7.377 -5.562
H -3.517 -6.170 -4.301
H -1.739 -5.897 -6.835
H -1.285 -6.588 -5.314
H 0.086 -4.026 -6.452
H 0.255 -5.059 -5.032
H -0.528 -2.189 -4.939
H 1.155 -2.801 -4.750
H -1.393 -3.316 -1.658
H -1.949 -4.146 -3.121
H -1.985 -2.329 -2.884
C 4.027 -0.745 5.007
O 3.370 -1.373 3.908
C 2.202 -2.038 4.326
C 2.280 -3.062 5.480
O 2.507 -2.463 6.777
C 1.391 -2.435 7.622
C 1.747 -2.954 9.006
O 0.784 -2.528 9.922
C 0.901 -2.915 11.251
H 3.267 -0.300 5.647
H 4.858 -0.119 4.684
H 4.578 -1.473 5.616
H 1.756 -2.536 3.465
H 1.508 -1.259 4.676
H 3.197 -3.654 5.430
H 1.411 -3.718 5.500
H 0.459 -2.849 7.232
H 1.145 -1.392 7.894
H 2.758 -2.623 9.259
H 1.673 -4.052 8.934
H 0.600 -3.969 11.370
H 0.171 -2.328 11.807
H 1.879 -2.871 11.743
C 1.658 2.840 -3.173
O 0.872 2.406 -2.345
N 2.131 2.145 -4.209
C 3.028 2.506 -5.317
C 1.909 0.703 -4.220
H 2.202 3.797 -3.207
H 3.194 3.583 -5.380
H 2.474 2.157 -6.187
H 4.033 2.087 -5.342
H 2.843 0.152 -4.329
H 1.350 0.363 -3.349
H 1.278 0.378 -5.058
C 4.877 2.561 -0.102
O 5.094 3.737 0.160
N 5.871 1.643 0.039
C 5.614 0.306 -0.445
C 6.904 1.914 1.042
H 3.931 2.184 -0.512
H 5.420 -0.362 0.401
H 6.448 -0.057 -1.048
H 4.744 0.241 -1.088
H 7.611 1.096 1.134
H 7.318 2.907 0.902
H 6.338 1.954 1.979
C -3.408 4.757 -0.841
O -2.732 3.738 -0.804
N -3.853 5.435 0.213
C -3.484 4.976 1.532
C -4.681 6.616 0.064
H -3.604 5.294 -1.779
H -3.241 5.754 2.258
H -2.627 4.311 1.596
H -4.360 4.426 1.895
H -4.709 6.868 -0.998
H -5.712 6.274 0.210
H -4.491 7.486 0.682
C -2.149 0.572 -3.656
O -1.776 1.042 -2.588
N -3.316 -0.020 -3.871
C -3.845 -0.147 -5.215
C -4.212 -0.269 -2.749
H -1.526 0.581 -4.557
H -3.043 -0.279 -5.945
H -4.249 0.824 -5.521
H -4.633 -0.885 -5.323
H -4.745 -1.203 -2.953
H -3.574 -0.446 -1.886
H -5.031 0.424 -2.549
C 0.899 5.204 -0.262
O -0.109 4.663 -0.728
N 1.329 5.137 0.993
C 2.738 5.564 1.247
C 0.613 4.470 2.044
H 1.481 5.919 -0.862
H 3.118 6.135 0.407
H 3.419 4.829 1.659
H 2.599 6.328 2.021
H 1.000 3.483 2.302
H 0.641 4.985 3.011
H -0.451 4.467 1.825
C -0.113 3.105 5.733
O 1.049 3.293 6.056
N -1.164 3.243 6.565
C -2.452 2.788 6.078
C -1.040 3.680 7.939
H -0.426 2.888 4.695
H -3.087 3.672 5.909
H -3.030 2.123 6.719
H -2.497 2.380 5.071
H -1.865 3.183 8.455
H -0.131 3.311 8.408
H -1.154 4.741 8.161
C -6.057 0.170 4.197
O -5.747 -0.142 5.335
N -7.017 -0.397 3.454
C -7.287 -0.064 2.079
C -7.781 -1.477 4.026
H -5.627 1.110 3.814
H -6.615 0.647 1.601
H -8.273 0.416 2.115
H -7.369 -0.916 1.402
H -7.873 -1.274 5.092
H -8.786 -1.599 3.621
H -7.309 -2.453 3.877
*
```

Computed properties:
- HOMO level (spin up / spin down): -8.944 / -8.367 eV
- HOMO-LUMO gap (spin up / spin down): 7.2 / 6.4 eV
- E_LUMO (spin up / spin down): -1.8 / -2.0 eV

---

Entry 4:
Molecular formula: C15H31I2N5O6P
Method: DFT, ωB97M-V/def2-TZVPD

```
! RIJCOSX wB97M-V def2-TZVPD def2/J DEFGRID3
* xyz -1 1
C 3.937 -2.425 -0.841
N 2.989 -1.249 -1.157
C 1.654 -1.834 -1.664
C 0.463 -1.590 -0.573
P -0.710 -3.098 -0.588
C -0.756 -3.964 -2.296
C -0.311 -4.367 0.782
N 1.287 -1.375 0.715
C 0.649 -0.114 1.251
N 0.672 -0.043 2.619
N 0.067 0.762 0.170
C 0.967 1.723 -0.562
I -0.369 3.345 -1.318
C 2.089 2.495 0.344
C 3.473 1.644 0.617
I 1.252 3.405 2.201
C -0.571 -0.297 -0.755
O -0.630 -0.024 -2.197
C -1.979 0.321 -2.663
C -2.855 -1.001 -3.196
C -4.461 -0.536 -3.254
O -2.450 -1.392 -4.555
O -1.815 -0.884 -0.154
N -2.504 0.046 0.527
O -3.203 -0.585 1.332
H 4.931 -2.055 -0.294
H 3.443 -3.188 -0.067
H 4.207 -3.047 -1.821
H 3.492 -0.759 -1.953
H 1.846 -3.013 -1.690
H 1.412 -1.530 -2.766
H 0.281 -4.022 -2.840
H -1.189 -5.059 -2.099
H -1.508 -3.471 -3.069
H -0.690 -3.985 1.847
H -0.910 -5.357 0.511
H 0.854 -4.542 0.800
H 1.291 -2.169 1.392
H 0.167 0.671 3.195
H 1.243 -0.774 3.132
H 1.520 1.280 -1.500
H 2.428 3.444 -0.297
H 3.329 0.719 1.319
H 3.823 1.228 -0.445
H 4.314 2.365 1.006
H -1.828 0.980 -3.646
H -2.598 1.004 -1.929
H -2.809 -1.855 -2.398
H -4.560 0.546 -2.771
H -5.108 -1.333 -2.647
H -4.822 -0.454 -4.388
H -2.980 -2.202 -4.822
O -1.683 7.454 5.077
C -1.053 6.576 5.869
C -0.564 5.328 4.994
O 0.054 4.442 5.789
H -1.635 6.146 6.703
H -0.154 6.936 6.400
H 0.029 5.759 4.169
H -1.459 4.974 4.452
*
```

Computed properties:
- HOMO level: -1.299 eV
- HOMO-LUMO gap: 1.9 eV
- E_LUMO: 0.6 eV

---

Entry 5:
Molecular formula: H12O6
Method: DFT, ωB97M-V/def2-TZVPD

```
! RIJCOSX wB97M-V def2-TZVPD def2/J DEFGRID3
* xyz 0 1
O 0.769 1.323 -2.042
H 1.370 1.534 -2.886
H 0.706 2.137 -1.528
O -1.353 -0.337 -2.958
H -0.517 0.025 -2.550
H -0.895 -0.527 -3.838
O 1.384 -0.550 3.170
H 1.197 -0.370 2.317
H 0.677 -0.747 3.761
O 0.822 -2.759 -0.395
H 0.239 -3.350 0.207
H 0.430 -1.891 0.045
O -1.495 1.479 1.678
H -2.451 1.534 1.840
H -1.212 1.909 2.351
O 0.317 -0.176 0.319
H -0.395 0.297 0.731
H 0.406 0.469 -0.221
*
```

Computed properties:
- Relative energy (zero: lowest compared OMol25 entry of this formula, charge and spin): 78.0 kcal per mole
- HOMO level: -10.101 eV
- HOMO-LUMO gap: 10.1 eV
- Structure (SMILES): O.O.O.O.O.O
- E_LUMO: 0.0 eV

---

Entry 6:
Molecular formula: C3H5F3IN
Method: DFT, ωB97M-V/def2-TZVPD

```
! RIJCOSX wB97M-V def2-TZVPD def2/J DEFGRID3
* xyz 0 1
C 0.159 -1.193 -0.775
C -0.521 1.561 0.595
C -1.986 1.455 0.684
N -0.333 -0.041 -1.446
F -2.391 0.213 1.009
F -2.508 2.265 1.653
F -2.620 1.796 -0.439
I 0.892 0.883 -2.706
H 1.111 -1.050 -0.249
H -0.609 -1.505 -0.066
H 0.310 -2.001 -1.500
H 0.064 0.995 1.293
H -0.112 2.428 0.118
*
```

Computed properties:
- Relative energy (zero: lowest compared OMol25 entry of this formula, charge and spin): 53.0 kcal per mole
- HOMO level (spin up / spin down): -9.240 / -9.148 eV
- HOMO-LUMO gap (spin up / spin down): 8.5 / 8.2 eV
- E_LUMO (spin up / spin down): -0.7 / -1.0 eV

---

Number 1: maximum force 1.2 eV/A. Number 2: maximum force 4.2 eV/A. Number 3: maximum force 2.7 eV/A. Number 4: maximum force 5.1 eV/A. Number 5: maximum force 9.6 eV/A. Number 6: maximum force 1.4 eV/A.